18
Properties=species:S:1:pos:R:3:lowdin_charge:R:1 method="wB97M-V/def2-TZVPD" homo_ha="-0.3307 / -0.3308" total_energy_ev=-27343.6886 de_lowest_ev=0.101 e_lumo_ha="-0.0844 / -0.0844"
B -1.860 -0.283 0.452 -0.72
C 2.182 0.377 -0.206 -0.16
C 1.361 1.581 -0.171 -0.21
C 1.776 -0.895 -0.357 -0.15
C 0.100 1.638 0.214 0.02
C 0.360 -1.377 -0.586 -0.21
C -0.547 -1.126 0.591 0.06
O -2.267 -0.067 -0.826 0.17
O -2.510 0.077 1.577 0.20
F 3.501 0.619 -0.103 0.11
F 2.061 2.713 -0.469 0.07
F 2.687 -1.870 -0.323 0.11
F -0.738 2.651 0.224 0.09
F 0.407 -2.726 -0.863 0.05
F -0.038 -1.449 1.765 0.17
H -0.091 -0.894 -1.464 0.16
H -3.074 0.432 -0.947 0.12
H -3.309 0.598 1.493 0.12

---

40
Properties=species:S:1:pos:R:3:lowdin_charge:R:1 method="wB97M-V/def2-TZVPD" homo_ha=-0.0380 total_energy_ev=-115451.5087 de_lowest_ev=2.400 e_lumo_ha=0.2524 total_charge=-3
Cd 0.178 -0.008 0.425 1.34
C 3.689 -1.732 -0.279 -0.02
C 2.346 -1.081 0.078 -0.77
O 2.298 -0.066 0.774 -0.07
O 1.275 -1.604 -0.251 -0.11
H 3.969 -1.273 -1.228 0.07
H 3.778 -2.815 -0.190 0.06
H 4.506 -1.549 0.419 0.05
C 0.219 3.990 1.012 -0.61
F -0.320 5.144 1.578 0.04
F -0.657 3.566 0.137 0.14
F 1.464 4.211 0.581 0.11
S 0.386 2.647 2.422 0.61
O -0.189 1.404 1.771 -0.46
O 1.840 2.612 2.698 -0.36
O -0.469 3.125 3.538 -0.37
C -2.227 -2.083 -2.367 -0.54
F -1.574 -2.964 -1.501 0.07
F -1.377 -1.721 -3.415 0.05
F -3.259 -2.644 -2.996 0.10
S -2.779 -0.541 -1.357 0.48
O -1.637 -0.156 -0.544 -0.40
O -3.102 0.437 -2.340 -0.31
O -3.923 -1.072 -0.639 -0.32
C -0.304 -3.534 3.308 -0.69
F -0.569 -4.098 4.471 0.11
F 1.068 -3.525 3.117 0.07
F -0.709 -4.312 2.382 0.16
S -1.201 -1.855 3.231 0.50
O -0.633 -1.162 2.025 -0.42
O -2.594 -2.150 3.228 -0.30
O -0.792 -1.197 4.438 -0.32
C -0.514 1.991 -3.755 -0.57
F -0.695 0.704 -4.114 0.10
F -0.102 2.698 -4.866 0.06
F -1.629 2.560 -3.275 0.10
S 0.863 2.050 -2.315 0.56
O 1.077 3.453 -2.018 -0.33
O 0.344 1.268 -1.191 -0.42
O 1.955 1.283 -2.994 -0.38

---

16
Properties=species:S:1:pos:R:3:lowdin_charge:R:1 method="wB97M-V/def2-TZVPD" homo_ha=-0.3553 total_energy_ev=-61937.9666 de_lowest_ev=3.763 e_lumo_ha=-0.0572
C -1.161 -1.120 0.032 -0.10
C 1.299 -1.156 0.102 -0.24
C 0.143 -1.800 -0.090 -0.71
C -1.346 0.215 -0.129 0.03
C 0.665 1.270 -0.494 -0.65
C 1.465 0.291 0.374 -1.16
N -2.158 1.330 0.111 -0.43
O -2.503 1.374 1.273 0.10
O -2.361 2.084 -0.829 0.08
Cl -0.062 -3.415 -0.612 0.73
Cl 0.985 1.199 -2.094 0.79
Cl 3.261 0.765 0.107 0.55
Cl 1.252 0.487 2.122 0.68
H -1.975 -1.921 0.203 0.13
H 2.246 -1.759 0.021 0.13
H 0.250 2.156 -0.098 0.07

---

10
Properties=species:S:1:pos:R:3:lowdin_charge:R:1 method="wB97M-V/def2-TZVPD" homo_ha="-0.2821 / -0.3255" total_energy_ev=-8978.5729 e_lumo_ha="0.0141 / -0.0556" spin_multiplicity=3
C 1.245 -0.356 -0.222 -0.05
C 1.948 0.653 0.491 -0.07
C -1.294 -0.176 -0.040 -0.09
C -0.031 0.318 -0.171 -0.24
C 0.999 1.438 -0.096 0.07
C -2.652 0.243 -0.288 0.05
F -3.498 -0.617 0.274 0.00
H 1.618 -0.999 -1.007 0.12
H 2.921 0.753 0.916 0.09
H -1.256 -1.257 0.144 0.12

---

17
Properties=species:S:1:pos:R:3:lowdin_charge:R:1 method="wB97M-V/def2-TZVPD" homo_ha=-0.3728 total_energy_ev=-22430.2714 de_lowest_ev=0.667 e_lumo_ha=-0.0176 smiles="N#Cc1[nH]c(C(F)(F)F)nc1C(N)=O"
N -2.102 -2.652 1.816 0.18
O -1.145 -2.465 -1.807 0.05
F 0.638 3.264 0.739 0.13
F 2.636 2.320 1.360 0.18
F 0.945 2.434 2.634 0.12
C -1.247 -2.012 1.341 -0.12
N 0.638 0.570 -0.573 0.18
C -0.601 -1.379 -1.806 -0.47
C 0.654 1.043 0.668 -0.17
C -0.134 -0.662 -0.539 -0.06
C -0.461 -0.926 0.825 -0.19
N -0.295 -0.900 -3.077 0.14
N 0.008 0.123 1.559 0.14
C 1.304 2.242 1.338 -0.53
H 0.106 0.077 -3.114 0.12
H -0.509 -1.486 -3.863 0.10
H -0.435 0.410 2.497 0.21

---

16
Properties=species:S:1:pos:R:3:lowdin_charge:R:1 method="wB97M-V/def2-TZVPD" homo_ha="-0.1751 / -0.1751" total_energy_ev=-30840.1675 de_lowest_ev=1.108 e_lumo_ha="0.0475 / 0.0475" total_charge=-1
C 1.700 -2.281 -0.269 -0.20
C 1.793 -0.849 -0.316 -0.21
C 0.623 -2.627 0.505 -0.33
C 0.894 -0.334 0.466 -0.26
C -1.433 1.660 1.268 -0.77
C -0.884 1.939 -0.944 -0.71
N -0.447 1.907 0.297 0.22
O -1.231 0.608 1.971 -0.27
O -2.494 2.283 1.352 0.02
F -1.923 1.004 -1.272 0.02
F 0.065 1.570 -1.785 0.10
F -1.355 3.119 -1.501 0.07
S -0.302 -1.211 1.263 1.04
H 2.323 -2.973 -0.805 0.08
H 2.590 -0.253 -0.892 0.14
H 0.083 -3.564 0.664 0.05